(1)
Entry from the Open Molecules 2025 dataset: a 2-piece molecular cluster, CF3NO overall (wB97M-V/def2-TZVPD).

The geometry in ORCA input format:
```
! RIJCOSX wB97M-V def2-TZVPD def2/J DEFGRID3
* xyz 0 1
C -0.153 0.535 -0.525
N 0.877 -0.823 1.215
O 0.161 -1.625 1.580
F 0.647 1.542 -1.021
F -1.313 0.963 -0.101
F -0.456 -0.322 -1.523
*
```

For the HOMO-LUMO gap (spin up / spin down), the calculation gives 7.62 / 7.62 eV. As for the energy relative to the best compared isomer or geometry (same formula, charge and spin): 32.2 kJ/mol.

***

(2)
Entry from the Open Molecules 2025 dataset: C55H47CrN2O2P2Si2 as an isolated structure (wB97M-V/def2-TZVPD).

The geometry in ORCA input format:
```
! RIJCOSX wB97M-V def2-TZVPD def2/J DEFGRID3
* xyz 0 4
Cr 0.234 0.170 -0.132
C -1.732 -0.755 -3.342
Si -1.173 -1.182 -1.592
C -2.799 -1.180 -0.601
C -3.717 -2.230 -0.550
C -4.967 -2.069 0.029
C -5.345 -0.831 0.532
C -4.452 0.226 0.496
C -3.172 0.044 -0.023
P -1.920 1.382 -0.037
C -2.682 2.626 -1.143
C -2.483 3.992 -0.963
C -3.014 4.906 -1.861
C -3.751 4.468 -2.951
C -3.969 3.110 -3.128
C -3.443 2.197 -2.228
C -1.879 2.186 1.599
C -0.865 3.129 1.776
C -0.695 3.760 2.998
C -1.517 3.433 4.067
C -2.507 2.475 3.908
C -2.692 1.856 2.680
C -0.377 -2.888 -1.838
C -0.934 -3.859 -2.677
C -0.237 -5.006 -3.017
C 1.053 -5.197 -2.538
C 1.625 -4.259 -1.698
C 0.913 -3.115 -1.342
P 1.481 -1.918 -0.085
C 1.138 -2.826 1.468
C 1.904 -2.568 2.602
C 1.617 -3.202 3.802
C 0.563 -4.099 3.880
C -0.203 -4.361 2.753
C 0.082 -3.728 1.553
C 3.296 -1.831 -0.035
C 4.110 -2.942 0.200
C 5.482 -2.797 0.291
C 6.058 -1.536 0.181
C 5.255 -0.423 0.000
C 3.878 -0.574 -0.103
H -2.654 -1.291 -3.582
H -0.972 -1.047 -4.061
H -1.911 0.311 -3.466
H -3.454 -3.190 -0.978
H -5.659 -2.900 0.066
H -6.333 -0.690 0.950
H -4.758 1.198 0.866
H -1.914 4.359 -0.121
H -2.847 5.963 -1.704
H -4.161 5.181 -3.653
H -4.552 2.756 -3.966
H -3.637 1.142 -2.373
H -0.177 3.350 0.965
H 0.100 4.484 3.118
H -1.374 3.912 5.026
H -3.134 2.195 4.745
H -3.446 1.088 2.587
H -1.920 -3.698 -3.097
H -0.687 -5.741 -3.672
H 1.615 -6.077 -2.823
H 2.629 -4.419 -1.335
H 2.731 -1.868 2.552
H 2.221 -2.993 4.675
H 0.336 -4.591 4.816
H -1.029 -5.057 2.806
H -0.523 -3.941 0.680
H 3.668 -3.919 0.348
H 6.104 -3.664 0.465
H 7.131 -1.422 0.262
H 5.694 0.564 -0.055
H 3.240 0.295 -0.212
O 1.281 0.903 1.478
N 0.838 0.612 2.655
N -0.207 -0.118 2.644
O -0.753 -0.547 1.529
C -0.834 -0.507 3.880
C -1.977 -1.277 3.795
C -2.595 -1.674 4.974
C -2.072 -1.304 6.202
C -0.923 -0.521 6.259
C -0.293 -0.113 5.096
H -2.362 -1.555 2.825
H -3.490 -2.280 4.923
H -2.558 -1.618 7.116
H -0.511 -0.224 7.214
H 0.596 0.497 5.123
C 2.754 5.601 -0.639
C 3.480 4.432 -0.460
C 2.969 3.222 -0.906
C 1.734 3.140 -1.555
C 1.026 4.333 -1.728
C 1.523 5.547 -1.274
Si 0.945 1.499 -2.090
C 1.988 0.760 -3.499
C 3.367 0.545 -3.434
C 4.070 -0.033 -4.481
C 3.406 -0.413 -5.638
C 2.044 -0.185 -5.743
C 1.353 0.402 -4.692
H 3.147 6.546 -0.289
H 4.442 4.461 0.035
H 3.548 2.324 -0.729
H 0.073 4.310 -2.241
H 0.951 6.455 -1.426
H -0.271 1.959 -2.829
H 3.921 0.843 -2.556
H 5.138 -0.183 -4.392
H 3.950 -0.865 -6.457
H 1.517 -0.453 -6.650
H 0.298 0.602 -4.807
*
```

For the HOMO-LUMO gap (spin up / spin down), the calculation gives 8.00 / 7.06 eV. As for the energy relative to the best compared isomer or geometry (same formula, charge and spin): 0.0 kJ/mol.

***

(3)
Entry from the Open Molecules 2025 dataset: C48H43F4N3O4ReSbTe as an isolated structure (wB97M-V/def2-TZVPD).

The geometry in ORCA input format:
```
! RIJCOSX wB97M-V def2-TZVPD def2/J DEFGRID3
* xyz 3 2
Re -0.919 -1.127 0.541
C 0.098 4.967 4.959
C 1.292 4.044 4.756
N 1.134 3.178 3.569
C 0.900 1.876 3.739
C 0.607 1.010 2.715
C 0.514 -0.447 3.020
O 0.332 -0.833 4.147
O 0.682 -1.239 1.958
C 0.432 1.502 1.418
O -0.044 0.817 0.439
C 0.855 2.862 1.198
C 0.976 3.376 -0.102
C 1.516 4.603 -0.318
F 1.657 4.998 -1.596
C 1.941 5.449 0.739
C 1.718 4.968 2.024
C 1.228 3.681 2.274
N 2.528 6.699 0.528
C 2.692 7.286 -0.815
C 3.152 8.741 -0.688
N 2.486 9.345 0.514
C 3.019 8.727 1.788
C 3.452 7.291 1.491
H 0.255 5.564 5.857
H -0.817 4.389 5.092
H -0.045 5.645 4.116
H 1.398 3.392 5.618
H 2.218 4.610 4.668
H 0.936 1.487 4.750
H 0.676 2.771 -0.949
H 1.948 5.603 2.866
H 1.740 7.255 -1.339
H 3.423 6.748 -1.423
H 2.885 9.298 -1.581
H 4.226 8.830 -0.546
H 1.485 9.164 0.445
H 2.606 10.358 0.532
H 2.231 8.762 2.536
H 3.863 9.315 2.143
H 3.494 6.731 2.417
H 4.466 7.274 1.079
C -2.056 -2.573 3.318
C -1.935 -1.560 2.271
O -2.160 -0.367 2.200
H -2.825 -2.309 4.043
H -1.082 -2.559 3.826
H -2.216 -3.567 2.911
Te 1.336 -1.508 -0.844
C 1.284 0.127 -2.195
C 0.092 0.740 -2.566
C 0.097 1.677 -3.590
C 1.286 1.989 -4.240
C 2.476 1.397 -3.841
C 2.481 0.464 -2.811
C 1.114 -2.829 -2.489
C 2.041 -3.851 -2.648
C 2.039 -4.595 -3.822
C 1.130 -4.304 -4.829
C 0.194 -3.290 -4.656
C 0.177 -2.556 -3.481
H -0.832 0.503 -2.056
H -0.829 2.152 -3.888
H 1.281 2.693 -5.062
H 3.404 1.648 -4.339
H 3.408 -0.001 -2.497
H 2.774 -4.061 -1.876
H 2.765 -5.387 -3.958
H 1.145 -4.871 -5.751
H -0.524 -3.067 -5.436
H -0.543 -1.757 -3.357
F -2.960 -6.635 -5.371
C -2.706 -5.953 -4.257
C -3.529 -4.891 -3.922
C -3.253 -4.172 -2.772
C -2.152 -4.516 -1.991
C -1.338 -5.588 -2.341
C -1.623 -6.324 -3.480
Sb -1.860 -3.540 -0.143
C -3.886 -3.543 0.472
C -4.608 -4.719 0.680
C -5.972 -4.663 0.909
C -6.600 -3.429 0.907
F -7.912 -3.374 1.102
C -5.910 -2.247 0.707
C -4.541 -2.313 0.490
C -0.604 -4.939 0.839
C 0.626 -4.523 1.344
C 1.529 -5.451 1.845
C 1.180 -6.789 1.827
F 2.049 -7.684 2.279
C -0.046 -7.225 1.354
C -0.942 -6.294 0.860
H -4.384 -4.663 -4.545
H -3.910 -3.361 -2.484
H -0.476 -5.850 -1.741
H -1.024 -7.178 -3.769
H -4.109 -5.682 0.664
H -6.558 -5.558 1.081
H -6.447 -1.308 0.710
H -3.989 -1.393 0.325
H 0.891 -3.478 1.400
H 2.486 -5.147 2.248
H -0.277 -8.283 1.368
H -1.903 -6.629 0.489
*
```

For the HOMO-LUMO gap (spin up / spin down), the calculation gives 6.34 / 6.29 eV. As for the energy relative to the best compared isomer or geometry (same formula, charge and spin): 176.1 kJ/mol.

***

(4)
Entry from the Open Molecules 2025 dataset: a 7-piece molecular cluster, C28H35F21O14 overall (wB97M-V/def2-TZVPD).

The geometry in ORCA input format:
```
! RIJCOSX wB97M-V def2-TZVPD def2/J DEFGRID3
* xyz 0 1
C 21.537 20.478 -5.912
C 21.032 21.851 -5.563
O 20.366 21.923 -4.313
C 20.145 23.101 -3.670
O 20.612 24.216 -3.975
C 19.193 22.975 -2.441
F 18.051 23.697 -2.560
F 18.899 21.677 -2.194
F 19.835 23.459 -1.354
H 22.218 20.045 -5.179
H 22.182 20.495 -6.791
H 20.688 19.821 -6.104
H 20.265 22.226 -6.241
H 21.825 22.596 -5.504
C 19.080 10.442 -9.501
C 19.739 9.295 -10.303
O 21.170 9.234 -10.107
C 21.802 8.080 -9.941
O 21.248 6.989 -9.984
C 23.338 8.232 -9.725
F 23.543 7.810 -8.508
F 24.002 7.370 -10.578
F 23.883 9.420 -9.797
H 17.990 10.418 -9.498
H 19.353 11.426 -9.881
H 19.312 10.521 -8.439
H 19.546 9.433 -11.367
H 19.303 8.355 -9.966
C 23.776 20.590 -10.007
C 23.209 19.196 -9.876
O 23.936 18.694 -8.746
C 23.298 17.887 -7.841
O 22.074 17.779 -7.723
C 24.422 17.402 -6.853
F 24.256 16.081 -6.609
F 25.671 17.672 -7.359
F 24.312 17.974 -5.671
H 23.434 21.043 -10.937
H 24.864 20.628 -10.062
H 23.466 21.319 -9.257
H 23.505 18.705 -10.803
H 22.137 19.345 -9.745
C 17.152 19.197 -3.049
C 16.633 18.867 -1.608
O 17.063 19.813 -0.650
C 18.196 19.605 0.069
O 18.770 18.512 0.174
C 18.626 20.917 0.871
F 17.742 21.908 0.611
F 18.526 20.702 2.221
F 19.893 21.226 0.585
H 16.731 20.079 -3.530
H 16.957 18.344 -3.700
H 18.216 19.432 -3.095
H 16.930 17.848 -1.359
H 15.568 18.938 -1.826
C 18.305 17.417 -6.066
C 18.891 16.335 -6.938
O 17.931 15.811 -7.878
C 17.157 14.640 -7.606
O 17.128 14.016 -6.578
C 16.320 14.161 -8.822
F 15.101 14.335 -8.539
F 16.567 14.831 -10.005
F 16.436 12.862 -8.986
H 19.031 17.778 -5.337
H 17.404 17.123 -5.528
H 18.088 18.273 -6.705
H 19.392 15.615 -6.292
H 19.699 16.834 -7.473
C 14.268 17.701 -6.229
C 13.727 18.779 -7.287
O 14.633 19.900 -7.420
C 15.095 20.720 -6.429
O 14.841 20.549 -5.275
C 15.884 21.901 -6.859
F 15.542 22.947 -6.186
F 17.138 21.604 -6.601
F 15.789 22.074 -8.204
H 14.099 17.824 -5.159
H 15.322 17.461 -6.368
H 13.757 16.744 -6.335
H 12.722 19.089 -7.000
H 13.595 18.428 -8.311
C 22.816 15.799 1.097
C 21.644 16.757 0.873
O 21.266 16.908 -0.506
C 21.818 17.879 -1.223
O 22.627 18.707 -0.815
C 21.499 17.719 -2.764
F 22.644 17.556 -3.448
F 20.737 16.641 -2.953
F 20.786 18.754 -3.229
H 22.515 14.795 0.796
H 23.128 15.761 2.140
H 23.731 15.828 0.505
H 21.893 17.738 1.279
H 20.754 16.294 1.299
*
```

For the HOMO-LUMO gap, the calculation gives 11.27 eV. The structure (SMILES) is CCOC(=O)C(F)(F)F.CCOC(=O)C(F)(F)F.CCOC(=O)C(F)(F)F.CCOC(=O)C(F)(F)F.CCOC(=O)C(F)(F)F.CCOC(=O)C(F)(F)F.CCOC(=O)C(F)(F)F. As for the energy relative to the best compared isomer or geometry (same formula, charge and spin): 389.1 kJ/mol.